[1]
{
  "formula": "C65H125N5O24S",
  "method": "the ωB97M-V functional and the def2-TZVPD basis",
  "spin_multiplicity": 1,
  "energy_ev": -136844.4478,
  "homo_energy_ev": -7.9,
  "gap_ev": 7.967,
  "species": ["H", "C", "H", "H", "H", "H", "C", "H", "H", "H", "H", "O", "H", "H", "O", "H", "H", "C", "H", "C", "H", "H", "O", "C", "H", "H", "H", "H", "H", "O", "C", "H", "C", "C", "C", "H", "H", "H", "H", "H", "H", "H", "H", "C", "C", "H", "H", "H", "H", "C", "H", "H", "C", "H", "C", "C", "C", "H", "H", "O", "C", "H", "C", "H", "C", "O", "O", "H", "C", "N", "C", "H", "H", "H", "H", "H", "O", "H", "C", "O", "H", "C", "H", "O", "C", "H", "H", "H", "N", "C", "H", "H", "O", "C", "H", "H", "C", "H", "H", "H", "C", "H", "H", "C", "C", "H", "H", "H", "C", "C", "N", "H", "H", "C", "C", "H", "H", "O", "H", "H", "O", "H", "C", "H", "C", "H", "C", "H", "O", "N", "H", "O", "H", "C", "H", "C", "C", "H", "H", "H", "C", "C", "O", "O", "H", "H", "H", "H", "H", "H", "H", "H", "C", "O", "C", "H", "C", "C", "C", "S", "H", "H", "C", "H", "H", "H", "O", "H", "C", "H", "H", "C", "H", "C", "H", "C", "H", "H", "C", "C", "H", "O", "O", "H", "H", "H", "C", "H", "H", "H", "H", "H", "H", "C", "C", "C", "C", "H", "C", "H", "C", "H", "H", "N", "C", "C", "H", "O", "H", "H", "H", "O", "H", "O", "H", "H", "H", "H", "C", "C"],
  "xyz": [[7.072, -0.883, 0.957], [-7.581, 3.830, -4.105], [2.067, -6.094, -4.008], [-0.199, -2.026, 2.998], [3.376, 4.531, -6.432], [-2.747, 3.958, 7.810], [2.059, 5.757, 5.835], [4.635, 3.162, -8.934], [0.504, -1.955, -2.699], [-7.616, 2.895, -4.663], [-3.170, -2.259, -0.640], [-0.707, 1.224, 1.864], [3.156, 3.139, -3.618], [-0.400, -6.358, 3.027], [-2.163, 4.781, 3.005], [-0.966, 0.145, -1.171], [-5.076, 5.427, -1.919], [-4.736, 2.714, -2.860], [3.358, 1.242, -3.729], [-3.142, 3.780, 2.831], [-4.061, 3.940, 3.395], [-2.540, -3.871, -3.115], [-5.419, 5.057, -2.736], [0.720, -6.709, 5.611], [-1.494, 0.685, 1.752], [2.612, -1.072, -6.952], [3.157, 0.597, 2.709], [2.613, -5.329, -1.699], [-0.393, -5.737, 7.779], [5.484, -3.273, -3.751], [1.244, 3.290, -5.602], [-3.037, -2.686, 6.553], [-1.662, 2.302, 5.924], [-7.866, 4.464, -1.746], [1.964, 0.808, -5.929], [-7.273, 4.841, -0.913], [-3.423, -6.155, 7.142], [-0.015, 1.472, -1.920], [-7.987, 5.444, -2.209], [-1.156, -1.998, -2.466], [3.202, 4.451, 0.532], [0.135, -7.447, -0.130], [2.818, 3.826, 3.485], [-4.601, 2.643, -4.437], [5.207, 2.674, -8.144], [6.544, 1.971, -6.082], [-1.045, 1.770, -0.544], [5.090, -2.908, -0.621], [1.948, -5.803, 0.838], [2.823, 2.162, -3.968], [5.075, -4.912, -2.571], [2.562, 1.933, 0.687], [-2.646, 4.106, 6.735], [-4.078, -4.967, 4.350], [3.820, 0.642, -7.729], [2.120, 0.715, 3.023], [6.318, -0.102, 0.856], [1.800, 2.630, -0.704], [-3.832, -3.365, 0.594], [3.429, 7.013, -1.298], [4.784, -3.872, -2.713], [0.897, -1.453, 4.220], [-1.171, 4.458, 6.359], [0.524, -3.735, 5.097], [-5.251, 1.320, -2.443], [-1.492, 1.103, 5.676], [6.634, -1.443, -4.295], [-3.191, 2.191, -1.478], [-0.373, -5.715, 5.083], [-5.713, 3.723, -2.408], [-0.376, -2.501, -3.038], [-1.041, -6.955, -1.469], [3.387, 3.048, 5.790], [5.779, 0.389, -6.219], [0.545, -4.773, 1.259], [1.654, 2.690, 6.052], [2.286, 4.663, 6.485], [-2.559, 3.134, -2.806], [6.982, 1.221, 0.528], [-2.795, 2.916, 6.087], [3.765, -0.441, -5.805], [-3.139, -5.419, 4.667], [0.833, 3.448, -6.600], [-2.022, 4.062, 0.908], [-4.845, -1.626, 0.222], [-5.631, -2.316, 0.530], [-8.871, 4.098, -1.536], [0.573, -6.717, -3.610], [0.043, -4.209, -1.376], [-7.178, 3.558, -2.662], [-0.791, 4.701, 7.352], [-4.950, 1.098, -1.420], [-0.630, 3.155, 6.105], [3.055, -0.149, -6.579], [8.047, 1.245, 0.296], [5.567, -0.405, 0.127], [2.415, 2.268, -5.474], [-0.195, -4.054, 3.584], [-3.817, 1.958, -4.758], [-1.945, -5.402, -2.519], [-3.693, -0.744, 1.985], [-2.827, -6.471, 2.825], [-0.556, -2.944, -0.269], [2.726, -0.727, 0.379], [0.350, -4.546, 4.390], [-5.181, -1.349, -0.777], [2.004, 7.804, 1.883], [2.005, -4.258, 0.345], [6.015, 1.291, 2.587], [-3.405, -5.066, 7.110], [0.251, 0.332, 1.353], [-2.761, 2.792, 3.090], [1.574, 4.249, -5.202], [-3.552, -2.334, 0.378], [-0.521, -6.685, -0.550], [-7.031, 4.503, -4.762], [1.252, -4.661, 3.789], [5.708, 1.721, 3.653], [3.172, 0.856, -8.579], [5.244, 1.558, -5.017], [-0.371, 5.269, 1.642], [0.372, 3.077, -4.984], [0.843, -4.536, -3.736], [1.049, -0.913, -1.017], [-1.703, -4.566, -3.175], [6.413, 1.665, -0.289], [-6.699, 1.049, -2.828], [1.154, -6.343, 6.541], [-2.945, -1.710, 1.515], [-1.295, -5.434, 6.195], [2.891, 8.831, 0.759], [6.627, 2.022, 1.709], [0.089, -7.590, 5.731], [1.664, -0.109, -0.612], [3.708, -3.705, -2.770], [-0.297, -3.990, -2.809], [1.155, -0.292, 2.358], [4.614, 0.172, -8.309], [-4.693, 0.558, -2.985], [3.432, -1.416, -0.084], [2.371, 3.430, 5.695], [0.764, 0.902, 0.043], [-3.604, -0.092, 3.015], [-0.663, -4.940, 7.317], [-3.251, 4.903, 6.302], [-0.884, 5.172, 5.588], [-3.346, 3.945, -1.644], [4.288, 5.743, 1.042], [2.795, -1.893, 2.271], [-8.592, 4.239, -4.106], [-3.717, 2.782, 0.955], [5.915, 1.952, -8.550], [0.541, -5.479, -0.851], [1.919, 5.412, 4.438], [6.027, -2.102, -3.479], [1.537, 0.379, -5.022], [0.304, -1.130, 3.364], [2.082, -1.394, 1.614], [1.736, -5.960, -1.843], [2.449, 6.561, -0.276], [-4.281, 4.383, 1.111], [6.423, -3.766, -1.324], [-3.437, 3.747, 1.378], [-7.446, 1.959, -1.219], [-3.089, -4.666, 8.073], [1.212, 8.395, 0.443], [-4.738, -0.496, 1.121], [-8.604, 1.827, -2.532], [-2.566, -4.709, 5.816], [-0.653, -2.204, -4.049], [1.576, -6.853, 4.951], [4.472, 1.885, -7.053], [1.114, 0.909, -6.604], [-1.057, -6.406, 3.896], [1.970, 2.225, -3.294], [-1.422, 4.783, 1.823], [2.191, 0.340, -1.453], [2.034, -6.963, -1.537], [5.589, 1.448, -6.045], [5.569, -3.138, -1.573], [-7.121, 0.105, -2.486], [-0.992, -3.749, -0.558], [3.977, 3.974, -5.932], [-5.494, 2.653, -5.062], [5.793, 3.461, -7.668], [0.374, -4.518, -4.720], [-7.574, 2.091, -2.293], [2.273, 0.587, 4.094], [-3.493, -6.420, 4.914], [-4.186, 3.620, -4.685], [-1.954, -5.073, -4.106], [-1.391, -7.431, 4.058], [-6.783, 1.115, -3.913], [2.055, 4.008, 4.242], [1.240, -5.903, -3.325], [-0.368, 1.038, -0.985], [-3.435, 2.996, -2.172], [-4.437, -4.724, 7.031], [3.240, 5.469, 0.921], [1.457, -2.190, 1.207], [-2.447, -3.151, 5.762], [1.678, 1.694, 2.835], [-0.414, -0.628, 4.012], [3.452, 2.807, -6.402], [2.162, 8.024, 0.827], [1.257, -5.040, 0.478], [1.668, -3.826, -3.671], [5.775, -0.001, 2.134], [3.394, 0.111, 0.579], [1.127, 3.677, 3.775], [-2.181, -4.801, 2.846], [6.001, -1.923, -2.097], [0.965, 2.854, 0.764], [1.867, 6.889, 6.236], [-1.511, -2.637, 5.979], [-2.756, -2.636, 4.853], [2.729, 5.534, 1.882], [-1.184, -6.341, 0.245], [1.587, 2.128, 0.240], [-2.332, -5.710, 3.428]],
  "mulliken_charge": [0.362, -1.851, 0.466, 0.028, 0.414, 0.358, 0.591, 0.383, 0.364, 0.412, -0.276, 1.248, 0.485, 0.211, -0.282, 0.148, 0.349, 2.311, 0.349, 0.141, 0.459, 0.287, -0.502, -1.809, -0.550, 0.537, -0.364, 0.038, 0.380, -0.401, -2.239, 0.511, 0.490, -1.729, -1.207, 0.177, 0.512, 0.096, 0.455, -0.048, -0.187, 0.427, 0.465, -1.865, -1.978, 0.375, 0.074, 0.237, 0.725, -1.722, 0.378, 0.258, -0.552, 0.546, -1.497, -0.662, 0.715, 0.518, 0.181, -0.707, 0.743, 0.647, -0.401, 0.435, -1.466, -0.663, -0.581, -0.266, 1.769, 0.545, -2.021, 0.429, 0.367, 0.317, -0.054, 0.230, -0.406, 0.222, -0.529, -0.242, -0.168, -2.016, 0.447, -0.168, -0.627, 0.280, 0.416, 0.318, 0.907, 1.804, 0.357, 0.371, -0.045, -0.143, 0.272, -0.419, 1.836, -0.306, 0.427, 0.268, -0.201, 0.665, 0.089, 1.869, -1.602, 0.347, 0.151, 0.104, 0.742, -1.977, 0.564, -0.246, 0.591, 0.565, -1.466, 0.311, 0.519, -0.573, 0.376, 0.191, -0.416, 0.346, -0.934, -1.757, -1.663, 0.303, -0.756, 0.473, 0.446, 0.328, 0.353, -0.345, 0.517, 0.255, -0.535, 1.843, 2.269, 0.525, 0.371, -0.482, -0.272, 2.402, -0.512, -0.497, 0.293, 0.354, 0.465, 0.570, 0.639, 0.428, -0.001, 0.469, 0.851, -0.500, 0.535, 0.207, -2.279, -0.997, -0.774, 0.600, 0.293, 0.343, -0.044, 0.437, 0.380, 0.325, -0.347, 0.464, 2.208, 0.628, 0.310, 1.427, 0.406, -1.497, 0.275, 0.301, 0.445, 0.489, -1.314, -0.473, 0.396, 0.204, -0.439, 0.305, 0.416, 0.516, -1.615, 0.564, 0.429, 0.501, 0.373, 0.518, 0.325, 0.596, -0.752, -1.486, -1.419, 0.425, 0.056, -0.648, -1.688, -0.631, 0.302, 0.299, -0.860, -1.475, 0.007, -0.342, -1.025, -0.398, -0.565, -0.272, -0.135, -0.579, 0.321, 0.096, -0.349, 0.195, -1.769, 0.489]
}

***

[2]
{
  "formula": "C5H7NO",
  "method": "the ωB97M-V functional and the def2-TZVPD basis",
  "spin_multiplicity": 1,
  "energy_ev": -8832.6163,
  "homo_energy_ev": -9.8,
  "gap_ev": 10.438,
  "species": ["C", "C", "C", "H", "O", "C", "H", "H", "H", "H", "H", "H", "C", "N"],
  "xyz": [[-0.212, 0.290, 0.658], [-1.439, -0.591, 0.492], [1.118, -0.657, -0.089], [-0.636, 3.379, -1.287], [1.737, -0.898, -1.436], [-0.517, 2.498, -0.731], [2.344, -1.967, 0.621], [-1.277, -1.556, 0.964], [0.146, 0.377, 1.675], [-2.307, -0.113, 0.944], [1.454, -0.218, -2.054], [-1.653, -0.747, -0.565], [-0.343, 1.533, -0.041], [1.586, -1.331, 0.848]],
  "mulliken_charge": [0.316, -1.254, 0.240, 0.443, -0.491, 0.278, 0.255, 0.385, 0.234, 0.359, 0.320, 0.317, -0.834, -0.568]
}

***

[3]
{
  "formula": "C8H12Cl12F6NO4S2V",
  "method": "the ωB97M-V functional and the def2-TZVPD basis",
  "spin_multiplicity": 4,
  "charge": 1,
  "s2": 3.76,
  "energy_ev": -232091.1501,
  "homo_energy_ev": [-12.5, -12.5],
  "gap_ev": [5.610, 5.977],
  "species": ["H", "C", "Cl", "O", "H", "F", "C", "S", "Cl", "O", "V", "F", "H", "Cl", "H", "Cl", "F", "H", "C", "H", "H", "Cl", "H", "H", "C", "Cl", "C", "O", "Cl", "N", "H", "Cl", "H", "S", "F", "Cl", "F", "F", "Cl", "C", "C", "O", "C", "H", "Cl", "Cl"],
  "xyz": [[-10.650, 31.260, 24.423], [-10.850, 30.200, 24.262], [-3.029, 37.044, 25.227], [-3.352, 33.624, 25.677], [-8.357, 35.772, 27.234], [-8.155, 32.400, 23.773], [-4.693, 30.896, 30.849], [-3.261, 32.274, 25.177], [-11.600, 30.061, 22.648], [-1.980, 31.845, 24.612], [-3.000, 31.007, 22.499], [-4.969, 30.981, 26.875], [-4.545, 31.970, 30.955], [-6.338, 36.986, 27.138], [-3.836, 35.747, 27.796], [-11.899, 29.647, 25.598], [-3.189, 29.839, 26.235], [-4.681, 38.061, 23.928], [-4.878, 33.912, 19.824], [-9.885, 29.696, 24.227], [-5.317, 34.621, 20.526], [-3.556, 36.626, 22.355], [-6.945, 34.770, 26.771], [-4.947, 36.257, 24.168], [-7.021, 31.699, 23.539], [-2.881, 36.339, 29.731], [-4.249, 37.060, 23.933], [-5.546, 34.007, 23.386], [-3.254, 29.905, 30.864], [-4.317, 31.848, 23.904], [-5.107, 30.768, 29.849], [-3.603, 34.772, 18.890], [-5.657, 33.570, 19.142], [-5.567, 32.775, 24.214], [-6.913, 31.592, 22.183], [-7.830, 35.783, 24.875], [-7.006, 30.502, 24.165], [-2.997, 31.440, 27.756], [-5.793, 30.303, 32.036], [-3.532, 35.123, 28.636], [-7.469, 35.712, 26.605], [-6.009, 32.989, 25.590], [-3.639, 31.038, 26.652], [-2.804, 34.340, 28.428], [-5.017, 34.420, 29.282], [-4.295, 32.464, 20.724]],
  "mulliken_spin": [0.000, 0.000, 0.000, -0.001, 0.000, 0.000, 0.000, 0.004, 0.000, 0.006, 3.004, 0.001, 0.000, 0.000, 0.000, 0.000, -0.001, 0.000, 0.001, 0.000, 0.001, 0.000, 0.000, 0.000, 0.005, 0.000, 0.000, 0.006, 0.000, -0.028, 0.000, 0.002, -0.001, 0.005, 0.001, 0.000, 0.000, 0.000, 0.000, 0.000, 0.000, -0.004, -0.001, 0.000, 0.000, 0.002]
}

***

[4]
{
  "formula": "CH3NOS2",
  "method": "the ωB97M-V functional and the def2-TZVPD basis",
  "spin_multiplicity": 1,
  "energy_ev": -26291.1227,
  "homo_energy_ev": -8.9,
  "gap_ev": 8.124,
  "species": ["H", "H", "S", "S", "C", "O", "N", "H"],
  "xyz": [[-1.394, -1.604, 0.791], [-0.413, 1.088, 0.093], [0.962, -1.360, 0.766], [0.763, 1.103, -1.810], [-0.083, 1.813, -0.626], [1.308, -2.824, 0.809], [-0.514, -0.953, 0.780], [-0.629, 2.737, -0.804]],
  "mulliken_charge": [0.285, 0.223, 0.627, -0.180, -0.265, -0.489, -0.470, 0.269]
}